Here is a 11-piece molecular cluster, C5H31NO11S overall from the Open Molecules 2025 dataset. Energies are from ωB97M-V with the def2-TZVPD basis set.

CARTESIAN COORDINATES (ANGSTROEM)
S: -4.40 -2.14 0.91
O: -2.38 -1.20 -2.77
O: 0.92 3.42 2.77
O: -4.07 0.95 -1.77
O: 2.22 0.39 -3.19
O: -1.59 2.40 -1.49
O: 3.53 0.10 0.10
O: 0.46 -1.82 -2.26
O: 2.29 -3.58 -1.33
O: 0.84 0.46 4.05
O: 3.46 2.02 -1.68
O: 2.74 -2.20 2.08
N: 0.21 1.65 -0.20
C: -2.87 -1.98 1.78
C: -1.52 -0.09 0.61
C: -2.14 -0.64 1.93
C: -0.58 1.12 0.94
C: -0.35 2.20 -1.35
H: 0.43 2.50 -2.17
H: -3.02 -2.45 2.79
H: -2.67 -2.07 -3.03
H: 0.19 0.57 1.62
H: 1.21 1.36 3.99
H: 4.42 -0.15 0.18
H: -2.10 -2.72 1.38
H: 3.14 0.02 -3.07
H: -3.27 1.22 -1.40
H: 2.08 -3.11 -0.40
H: 1.56 -2.94 -1.81
H: 3.13 2.90 -1.39
H: 0.38 3.45 3.54
H: -0.41 -1.40 -2.26
H: 2.40 -1.93 3.10
H: 0.96 -1.04 -2.73
H: 3.12 -1.26 1.91
H: -1.09 2.02 1.51
H: -2.83 0.29 2.32
H: 2.94 -0.40 -0.44
H: -2.54 0.21 0.05
H: 0.46 3.67 1.92
H: 2.33 1.25 -3.53
H: -4.06 0.26 -2.36
H: 3.44 1.35 -1.03
H: 1.17 1.66 0.00
H: -1.26 -0.71 2.60
H: -1.02 -0.85 -0.07
H: -2.20 -0.82 -3.66
H: -3.80 -2.62 -0.15
H: 0.14 0.68 3.42

**Lowest unoccupied orbital energy**: -0.18 eV
**Charge**: 0
**Largest force on an atom**: 5.664 eV/A
**SMILES string**: O=CNCCCCS.O.O.O.O.O.O.O.O.O.O
**E_tot**: -1489.56553 Ha

Atom charges from the Löwdin analysis, given in e for atoms 1 to 6: number 1, S, carries 0.735; number 2, O, carries -0.047; number 3, O, carries -0.057; number 4, O, carries -0.014; number 5, O, carries -0.069; number 6, O, carries -0.031